a) The following is a DFT calculation (ωB97M-V/def2-TZVPD) of an isolated ion of composition C4H9NO2 and charge -1.

Calculated values
Total charge   -1
Expectation value of S²   0.754
2S+1   2
Gap between HOMO and LUMO (alpha / beta)   0.114 / 0.243 hartree

Each line ends with the Löwdin charge.
Cartesian coordinates (Å):
O -0.146 -0.494 -2.486  -0.24
C -0.459 -1.104 -1.396  -0.42
C 0.010 -0.641 -0.015  -0.43
C 1.168 -1.493 0.521  -0.12
N 0.454 0.758 -0.073  -0.04
C -0.578 1.723 -0.090  -0.31
O -1.475 1.685 1.044  -0.10
H -0.928 -2.101 -1.365  0.04
H -0.863 -0.717 0.650  0.10
H 1.857 -1.691 -0.294  0.06
H 0.765 -2.441 0.875  0.05
H 1.673 -1.092 1.405  0.04
H 1.118 0.967 0.664  0.09
H -1.178 1.512 -0.982  0.11
H -0.143 2.730 -0.115  0.11
H -1.274 2.399 1.658  0.05



b) The following is a DFT calculation (ωB97M-V/def2-TZVPD) of an isolated ion of composition C4H9NO2 and charge -1.

Calculated values
Total charge   -1
Expectation value of S²   0.753
2S+1   2
Gap between HOMO and LUMO (alpha / beta)   0.106 / 0.292 hartree

Each line ends with the Löwdin charge.
Cartesian coordinates (Å):
C -1.544 0.284 -1.181  -0.12
N -0.906 -0.804 -0.321  -0.08
C -0.165 0.671 1.609  -0.12
C 0.178 -0.355 0.591  -0.40
C 1.458 -0.138 -0.242  -0.62
O 2.305 -1.215 -0.166  -0.06
O 1.711 0.841 -0.992  -0.15
H -2.505 -0.134 -1.535  0.05
H -0.922 0.614 -2.017  0.06
H -1.581 1.096 -0.494  0.03
H -0.589 -1.384 -1.007  0.03
H -1.076 0.481 2.205  0.06
H 0.674 0.910 2.235  0.06
H -0.473 1.536 1.010  0.05
H 0.424 -1.359 1.126  0.13
H 3.011 -1.044 -0.822  0.08



Which structure wins on stability? a) wins.



a) The following is a DFT calculation (ωB97M-V/def2-TZVPD) of one molecule with the formula C2H5NO.

Calculated values
SMILES string   NCC=O
Gap between HOMO and LUMO   0.383 hartree

Each line ends with the Löwdin charge.
Cartesian coordinates (Å):
N 0.300 0.493 1.390  -0.01
C 0.354 -0.670 0.445  -0.24
C 0.188 -0.160 -0.984  -0.25
O -0.856 0.384 -1.239  0.05
H 0.039 0.126 2.295  0.06
H -0.523 0.990 1.067  0.05
H -0.554 -1.227 0.722  0.11
H 1.250 -1.290 0.542  0.10
H 1.055 -0.394 -1.624  0.12



b) The following is a DFT calculation (ωB97M-V/def2-TZVPD) of one molecule with the formula C2H5NO.

Calculated values
SMILES string   C=NOC
Gap between HOMO and LUMO   0.391 hartree

Each line ends with the Löwdin charge.
Cartesian coordinates (Å):
C 1.782 0.024 0.054  -0.05
N 0.595 -0.429 -0.080  -0.11
O -0.394 0.464 -0.157  -0.23
C -1.703 -0.119 0.073  -0.08
H 1.934 1.235 0.396  0.14
H 2.621 -0.632 0.051  0.04
H -2.175 0.657 0.754  0.09
H -1.645 -1.110 0.743  0.12
H -2.212 -0.291 -0.891  0.07



c) The following is a DFT calculation (ωB97M-V/def2-TZVPD) of one molecule with the formula C2H5NO.

Calculated values
SMILES string   C=NOC
Gap between HOMO and LUMO   0.397 hartree

Each line ends with the Löwdin charge.
Cartesian coordinates (Å):
C -1.758 -0.068 0.025  -0.02
N -0.591 0.473 -0.044  -0.03
O 0.410 -0.473 -0.056  -0.21
C 1.662 0.121 0.027  -0.12
H -1.941 -1.145 0.088  0.08
H -2.600 0.580 0.074  0.05
H 2.143 -0.451 0.856  0.09
H 1.589 1.209 0.279  0.10
H 2.243 -0.040 -0.853  0.06



d) The following is a DFT calculation (ωB97M-V/def2-TZVPD) of one molecule with the formula C2H5NO.

Calculated values
SMILES string   CNC=O
Gap between HOMO and LUMO   0.377 hartree

Each line ends with the Löwdin charge.
Cartesian coordinates (Å):
C -1.019 0.136 0.280  -0.12
N 0.161 0.160 -0.527  -0.10
C 1.431 -0.383 -0.094  -0.33
O 1.574 -1.277 0.708  0.05
H -0.693 -0.082 1.301  0.09
H -1.523 1.114 0.278  0.08
H -1.704 -0.636 -0.056  0.07
H 0.081 0.307 -1.528  0.12
H 1.699 0.661 -0.396  0.14



Which structure wins on stability? a) wins.



a) The following is a DFT calculation (ωB97M-V/def2-TZVPD) of C5H6O3 as an isolated structure.

Calculated values
Gap between HOMO and LUMO (alpha / beta)   0.280 / 0.280 hartree

Each line ends with the Löwdin charge.
Cartesian coordinates (Å):
C 0.263 -1.352 0.907  -0.02
C -0.622 0.874 -0.747  -0.34
C 0.708 -0.401 -0.179  -0.42
C 1.004 1.388 0.602  -0.18
C -1.582 0.113 -1.258  0.06
O -0.335 2.058 -0.489  0.04
O 1.452 -0.696 -1.079  0.10
O 0.846 1.464 1.759  0.16
H 1.748 1.710 -0.125  0.17
H -0.189 -2.230 0.446  0.09
H 1.147 -1.677 1.460  0.10
H -0.441 -0.886 1.592  0.09
H -2.571 0.549 -1.347  0.08
H -1.427 -0.915 -1.540  0.07



b) The following is a DFT calculation (ωB97M-V/def2-TZVPD) of one molecule with the formula C5H6O3.

Calculated values
SMILES string   O=C1COC[C@@]12CO2
Gap between HOMO and LUMO   0.358 hartree

Each line ends with the Löwdin charge.
Cartesian coordinates (Å):
O -0.997 1.991 -0.001  0.16
C -0.819 0.823 -0.042  -0.28
C -1.686 -0.208 0.035  -0.20
O -1.070 -1.352 -0.361  -0.10
C 0.098 -1.493 0.259  -0.15
C 0.748 -0.065 -0.035  -0.36
C 1.916 0.178 -0.709  -0.04
O 1.799 0.366 0.778  0.01
H -1.866 -0.237 1.206  0.21
H -2.468 -0.146 -0.605  0.13
H 0.617 -2.529 -0.044  0.18
H -0.121 -1.182 1.421  0.17
H 1.796 1.159 -1.378  0.17
H 2.639 -0.523 -0.969  0.10



c) The following is a DFT calculation (ωB97M-V/def2-TZVPD) of one molecule with the formula C5H6O3.

Calculated values
SMILES string   O=C1CCC(O)=C1O
Gap between HOMO and LUMO   0.338 hartree

Each line ends with the Löwdin charge.
Cartesian coordinates (Å):
O 1.007 -1.469 1.486  0.08
C 0.735 -0.811 0.499  -0.42
C 1.492 -0.622 -0.711  -0.11
C 0.734 0.486 -1.502  -0.09
C -0.524 0.771 -0.620  -0.20
O -1.535 1.635 -0.976  0.07
C -0.560 -0.116 0.434  -0.19
O -1.393 -0.119 1.543  0.04
H 1.806 -1.521 -1.338  0.15
H 2.498 -0.191 -0.370  0.15
H 1.288 1.449 -1.513  0.13
H 0.493 0.015 -2.439  0.11
H -1.126 2.256 -1.630  0.13
H -0.856 -0.637 2.264  0.15



Which structure wins on stability? c) wins.



a) The following is a DFT calculation (ωB97M-V/def2-TZVPD) of one molecule with the formula C5H6O3.

Calculated values
SMILES string   C=C(O)[C@]1(O)OC1=C
Gap between HOMO and LUMO   0.347 hartree

Each line ends with the Löwdin charge.
Cartesian coordinates (Å):
C -0.878 -0.836 1.433  0.08
C -0.875 -0.346 0.191  -0.29
O -1.949 0.299 -0.389  0.03
C 0.325 -0.615 -0.808  -0.56
O -0.076 -0.652 -2.175  0.07
O 1.431 -1.317 -0.406  0.07
C 1.241 0.385 -0.357  0.00
C 1.875 1.434 0.076  0.08
H 0.039 -1.254 1.832  0.07
H -1.748 -0.783 2.078  0.06
H -2.712 0.259 0.210  0.12
H -0.983 -0.310 -2.236  0.10
H 1.353 2.337 0.370  0.08
H 2.956 1.400 0.181  0.08



b) The following is a DFT calculation (ωB97M-V/def2-TZVPD) of a 2-piece molecular cluster, C5H6O3 overall.

Calculated values
Gap between HOMO and LUMO   0.333 hartree

Each line ends with the Löwdin charge.
Cartesian coordinates (Å):
C -2.154 -1.380 0.318  0.00
C -0.217 -0.136 0.135  -0.11
C 0.991 0.509 -0.106  -0.20
C 0.909 1.890 -0.878  -0.18
C 2.372 0.005 0.323  -0.09
H -2.459 -2.552 0.302  0.13
H -2.766 -0.995 1.069  0.05
H -2.520 -1.144 -0.681  0.08
H -1.106 0.618 -0.255  0.17
H 1.917 2.145 -1.161  0.10
H 3.183 1.229 1.070  0.23
O -0.563 -1.382 0.667  -0.07
O -0.128 2.580 -0.916  0.00
O 2.540 -1.389 0.111  -0.11



c) The following is a DFT calculation (ωB97M-V/def2-TZVPD) of one molecule with the formula C5H6O3.

Calculated values
SMILES string   C=C(C)OC(=O)C=O
Gap between HOMO and LUMO   0.296 hartree

Each line ends with the Löwdin charge.
Cartesian coordinates (Å):
C -0.888 0.054 -2.206  0.08
C -1.152 -0.023 -0.857  -0.33
C -2.439 0.539 -0.305  -0.08
O -0.365 -0.223 0.297  0.03
C 1.024 -0.317 0.138  -0.44
O 1.627 -0.444 -0.895  0.15
C 1.582 -0.400 1.515  0.06
O 1.164 0.678 2.395  -0.06
H -1.818 0.374 -2.873  0.12
H -0.095 -0.453 -2.638  0.02
H -2.559 1.518 0.242  0.09
H -3.190 0.497 -1.108  0.06
H -3.016 0.009 0.614  0.13
H 2.506 -1.150 1.676  0.17



Which structure wins on stability? c) wins.



a) The following is a DFT calculation (ωB97M-V/def2-TZVPD) of one molecule with the formula C7H12N2.

Calculated values
SMILES string   C1N[C@@H]2CN[C@H]1C21CC1
Gap between HOMO and LUMO   0.340 hartree

Each line ends with the Löwdin charge.
Cartesian coordinates (Å):
C 1.567 -1.077 0.347  -0.07
N 0.510 -0.894 1.442  0.00
C -0.641 0.077 0.924  -0.26
C -1.438 -0.804 0.149  -0.25
N -0.721 -1.160 -1.054  0.11
C 0.570 -0.494 -0.732  -0.30
C 0.094 0.665 -0.088  -0.50
C 0.634 2.091 -0.061  -0.05
C -0.589 1.740 -0.956  -0.04
H 2.461 -0.395 0.644  0.13
H 1.836 -2.094 0.044  0.10
H 0.248 -1.667 2.012  0.08
H -1.344 0.480 1.751  0.20
H -2.428 -0.338 -0.041  0.13
H -1.653 -1.434 0.947  0.10
H -0.381 -2.051 -1.084  0.07
H 1.011 -0.272 -1.626  0.12
H 1.542 2.102 -0.601  0.07
H 0.801 2.941 0.620  0.11
H -1.633 2.025 -0.781  0.10
H -0.158 1.894 -2.100  0.16



b) The following is a DFT calculation (ωB97M-V/def2-TZVPD) of one molecule with the formula C7H12N2.

Calculated values
Gap between HOMO and LUMO (alpha / beta)   0.228 / 0.272 hartree

Each line ends with the Löwdin charge.
Cartesian coordinates (Å):
C 0.020 -0.672 1.531  -0.34
C -1.453 -0.906 1.747  -0.07
N 0.428 0.635 1.632  0.07
C 0.364 -1.197 -0.246  -0.19
C 1.208 -2.029 -0.542  0.12
H 0.667 -1.367 2.054  0.12
H -0.015 1.257 0.925  0.06
H 1.434 0.751 1.592  0.11
H -1.688 -0.739 2.801  0.08
H -1.727 -1.927 1.484  0.08
H -2.054 -0.214 1.158  0.07
H 1.944 -2.754 -0.785  0.03
C 0.721 1.991 -1.519  -0.31
C -0.415 1.267 -1.024  -0.18
C -0.596 -0.139 -1.259  -0.14
N 1.789 1.552 -2.086  0.07
H 1.779 0.534 -2.179  0.02
H 0.692 3.070 -1.347  0.09
H -1.236 1.840 -0.606  0.09
H -1.613 -0.484 -1.096  0.09
H -0.249 -0.469 -2.234  0.10



Which structure wins on stability? a) wins.



a) The following is a DFT calculation (ωB97M-V/def2-TZVPD) of C4H4N2O as an isolated structure.

Calculated values
Gap between HOMO and LUMO   0.323 hartree

Each line ends with the Löwdin charge.
Cartesian coordinates (Å):
C -2.025 0.979 0.029  -0.10
C -0.981 0.095 0.018  -0.14
C 2.476 -0.164 -0.024  0.04
C 1.224 -0.597 0.120  -0.19
N -3.120 0.056 0.003  -0.06
N -2.605 -1.031 0.011  0.14
O 0.277 0.368 0.136  -0.02
H -2.212 1.977 -0.045  0.05
H 3.379 -0.831 -0.160  0.08
H 2.821 0.816 -0.078  0.04
H 0.767 -1.668 -0.009  0.16



b) The following is a DFT calculation (ωB97M-V/def2-TZVPD) of one molecule with the formula C4H4N2O.

Calculated values
Gap between HOMO and LUMO (alpha / beta)   0.267 / 0.267 hartree

Each line ends with the Löwdin charge.
Cartesian coordinates (Å):
O 2.429 -1.184 -0.020  0.03
C 1.271 -0.803 -0.017  -0.51
C 0.924 0.645 0.057  0.11
C -0.436 0.963 0.003  -0.26
N -1.456 0.065 -0.079  0.03
C -1.038 -1.209 -0.051  -0.23
N 0.189 -1.680 -0.057  0.15
H 1.741 1.365 0.065  0.12
H -0.651 2.044 -0.368  0.21
H -1.129 1.739 0.541  0.24
H -1.850 -1.939 -0.074  0.11



c) The following is a DFT calculation (ωB97M-V/def2-TZVPD) of one molecule with the formula C4H4N2O.

Calculated values
SMILES string   Oc1cccnn1
Gap between HOMO and LUMO   0.359 hartree

Each line ends with the Löwdin charge.
Cartesian coordinates (Å):
O -1.262 0.867 1.804  0.03
C -0.387 0.645 0.806  -0.49
C -0.936 -0.121 -0.244  -0.03
C -0.201 -0.743 -1.159  -0.07
C 1.135 -0.353 -0.967  -0.17
N 1.571 0.510 -0.056  0.01
N 0.812 1.041 0.913  0.08
H -0.416 1.374 2.314  0.21
H -1.929 -0.699 0.014  0.16
H -0.351 -1.671 -1.829  0.15
H 1.964 -0.850 -1.597  0.13



d) The following is a DFT calculation (ωB97M-V/def2-TZVPD) of a 2-piece molecular cluster, C4H4N2O overall.

Calculated values
SMILES string   O=c1c#c[nH]cn1.[H][H]
Gap between HOMO and LUMO   0.341 hartree

Each line ends with the Löwdin charge.
Cartesian coordinates (Å):
O -1.855 1.508 -0.134  0.08
C -0.886 0.805 -0.192  -0.51
C -0.266 -0.127 0.717  0.05
C 0.710 -0.893 0.661  -0.04
N 1.463 -0.911 -0.467  0.04
C 1.005 -0.039 -1.442  -0.16
N -0.018 0.726 -1.341  0.17
H 2.271 -1.498 -0.621  0.14
H 1.586 -0.028 -2.362  0.13
H -1.765 0.218 2.874  0.05
H -2.246 0.239 2.307  0.05



Which structure wins on stability? c) wins.



a) The following is a DFT calculation (ωB97M-V/def2-TZVPD) of one molecule with the formula C4H4N2O.

Calculated values
SMILES string   O=Cc1cnc[nH]1
Gap between HOMO and LUMO   0.358 hartree

Each line ends with the Löwdin charge.
Cartesian coordinates (Å):
O -0.701 1.259 -2.213  0.04
C 0.247 0.698 -1.695  -0.21
C 0.206 0.098 -0.364  -0.25
C 1.125 -0.526 0.439  -0.09
N 0.574 -0.846 1.649  0.06
C -0.678 -0.441 1.576  -0.17
N -0.936 0.161 0.388  0.11
H 1.221 0.614 -2.210  0.13
H 2.152 -0.751 0.204  0.11
H -1.420 -0.542 2.364  0.12
H -1.773 0.277 -0.152  0.15



b) The following is a DFT calculation (ωB97M-V/def2-TZVPD) of one molecule with the formula C4H4N2O.

Calculated values
SMILES string   [H]/N=c1/cccno1
Gap between HOMO and LUMO   0.339 hartree

Each line ends with the Löwdin charge.
Cartesian coordinates (Å):
H -2.922 0.323 0.391  0.06
N -2.122 0.945 0.490  0.16
C -1.048 0.320 0.262  -0.44
C 0.228 0.996 0.142  -0.01
C 1.293 0.287 -0.223  -0.05
C 1.215 -1.164 -0.119  -0.12
N 0.096 -1.789 -0.079  0.08
O -1.052 -1.009 -0.124  -0.03
H 0.240 2.078 0.123  0.12
H 1.990 0.834 -0.829  0.11
H 2.081 -1.820 -0.034  0.12



c) The following is a DFT calculation (ωB97M-V/def2-TZVPD) of one molecule with the formula C4H4N2O.

Calculated values
SMILES string   Oc1cnccn1
Gap between HOMO and LUMO   0.369 hartree

Each line ends with the Löwdin charge.
Cartesian coordinates (Å):
O -2.512 -0.177 0.089  0.05
C -1.101 0.001 -0.184  -0.23
C -0.198 -1.242 -0.168  -0.12
N 0.999 -1.214 -0.129  0.04
C 1.660 -0.091 0.014  -0.19
C 0.961 1.075 -0.066  -0.11
N -0.479 1.197 -0.246  0.11
H -2.878 0.670 0.051  0.06
H -0.851 -2.079 0.018  0.11
H 2.813 -0.152 0.360  0.15
H 1.584 2.014 0.262  0.13



d) The following is a DFT calculation (ωB97M-V/def2-TZVPD) of C4H4N2O as an isolated structure.

Calculated values
Gap between HOMO and LUMO   0.354 hartree

Each line ends with the Löwdin charge.
Cartesian coordinates (Å):
O 2.211 -1.379 0.173  0.07
C 1.156 -0.798 0.046  -0.48
C 1.054 0.677 -0.016  0.02
C -0.141 1.280 -0.093  -0.11
N -1.343 0.535 -0.042  0.04
C -1.146 -0.836 -0.247  -0.28
N -0.052 -1.511 -0.126  0.14
H 1.974 1.248 0.030  0.12
H -0.247 2.360 -0.209  0.12
H -1.365 -0.259 0.937  0.24
H -2.101 -1.316 -0.453  0.14



Which structure wins on stability? a) wins.